# 1
{"formula": "C16H30NO6", "method": "ωB97M-V/def2-TZVPD", "elements": ["N", "C", "O", "C", "C", "C", "O", "O", "H", "H", "H", "H", "H", "H", "C", "C", "C", "O", "C", "H", "H", "H", "H", "H", "H", "H", "H", "C", "C", "C", "O", "C", "H", "H", "H", "H", "H", "H", "H", "H", "C", "C", "C", "O", "C", "H", "H", "H", "H", "H", "H", "H", "H"], "coordinates": [[1.04299, -1.00563, 1.46826], [0.49176, -0.14162, 0.46669], [1.00650, -0.01937, -0.62151], [-0.78582, 0.69333, 0.77612], [-1.91173, -0.32541, 1.20991], [-3.34853, 0.08634, 0.78166], [-3.68146, 0.34494, -0.38230], [-4.21780, 0.10344, 1.72201], [1.81915, -1.46398, 0.98445], [0.30916, -1.68254, 1.68820], [-0.49581, 1.31774, 1.65414], [-1.07229, 1.33012, -0.07656], [-1.67315, -1.37408, 0.90651], [-1.90865, -0.34287, 2.32297], [-3.53049, -1.21085, 5.80456], [-4.14127, -2.55773, 5.46410], [-3.22310, -3.04415, 4.35770], [-1.92584, -2.48929, 4.62101], [-2.04632, -1.48738, 5.63562], [-3.78507, -0.85169, 6.80287], [-3.85630, -0.46223, 5.07734], [-4.07451, -3.22671, 6.32883], [-5.18524, -2.50200, 5.15658], [-3.55370, -2.67910, 3.38026], [-3.15242, -4.13377, 4.31796], [-1.60779, -1.88736, 6.55852], [-1.48510, -0.59904, 5.34054], [3.78302, -1.80290, -4.72250], [3.34726, -0.53269, -4.01149], [3.27446, -0.99227, -2.56567], [4.26048, -2.02881, -2.41425], [4.72875, -2.42229, -3.70630], [4.25491, -1.62623, -5.68983], [2.91992, -2.45631, -4.87744], [4.11722, 0.23716, -4.12209], [2.40410, -0.12547, -4.37552], [2.29701, -1.41971, -2.33336], [3.47611, -0.18762, -1.85909], [5.74842, -2.03752, -3.82778], [4.75894, -3.51210, -3.76850], [0.84141, 3.22900, -3.45709], [0.21928, 4.58159, -3.15405], [-0.36927, 4.35110, -1.77108], [0.46623, 3.38617, -1.12384], [1.35000, 2.80573, -2.08972], [1.62835, 3.26522, -4.21179], [0.07005, 2.53393, -3.80041], [0.99988, 5.34721, -3.10620], [-0.52429, 4.89897, -3.88594], [-1.38009, 3.93460, -1.83296], [-0.40568, 5.26366, -1.17238], [2.35775, 3.19750, -1.90204], [1.36863, 1.72303, -1.96510]], "atomic_forces_ev_per_a": [[-0.7, 0.4, -1.4], [-1.1, 1.3, -0.1], [0.9, -0.4, -0.1], [0.7, -1.5, 1.0], [0.4, 0.5, 0.8], [-2.7, -0.1, 1.3], [1.6, 0.0, -1.1], [1.4, -0.3, 0.2], [-0.3, -0.1, 0.4], [0.4, 0.2, 0.5], [-0.5, -0.2, -0.6], [0.3, -0.6, 0.3], [-0.3, 0.8, -0.3], [-0.1, -0.1, -0.7], [-0.1, 0.4, -0.1], [-0.1, -0.2, 0.2], [0.0, 0.1, -0.5], [-0.2, 0.0, 0.2], [0.2, -0.1, 0.1], [0.0, 0.0, 0.0], [0.0, -0.1, 0.0], [0.0, 0.0, 0.0], [0.1, 0.0, -0.1], [-0.1, 0.0, 0.0], [0.1, 0.0, 0.0], [0.0, 0.1, 0.1], [0.0, -0.1, -0.1], [-0.2, -0.2, -0.1], [0.2, 0.2, 0.0], [-0.2, -0.1, 0.1], [0.0, 0.0, -0.3], [0.2, 0.1, 0.2], [0.0, 0.0, 0.0], [0.0, 0.0, 0.0], [0.0, 0.0, 0.0], [0.0, 0.0, 0.1], [0.0, 0.2, 0.0], [0.0, -0.1, 0.1], [0.0, -0.1, -0.1], [0.0, 0.0, 0.1], [-0.1, -0.1, -0.1], [0.1, 0.3, -0.1], [-0.2, -0.2, 0.1], [0.0, 0.1, -0.3], [0.2, -0.1, 0.1], [0.0, 0.0, 0.0], [0.0, 0.0, 0.0], [0.0, 0.0, 0.0], [0.0, 0.0, 0.0], [0.0, 0.1, 0.0], [0.0, -0.1, 0.1], [0.0, 0.0, -0.1], [-0.1, 0.1, 0.2]], "gap_ev": 6.610, "relative_energy_ev": 0.0000, "total_charge": -1, "energy_ha": -1133.8678, "lumo_ha": 0.0996, "largest_force_ev_per_a": 2.96}



# 2
{"formula": "C8H17N2O3", "method": "ωB97M-V/def2-TZVPD", "elements": ["C", "C", "O", "C", "O", "C", "C", "C", "O", "C", "N", "C", "N", "H", "H", "H", "H", "H", "H", "H", "H", "H", "H", "H", "H", "H", "H", "H", "H", "H"], "coordinates": [[-2.66822, -2.27875, -0.42286], [-1.51464, -1.61619, -0.19017], [-0.85426, -1.79508, 1.01794], [-0.82771, -0.65023, -1.09409], [0.39200, -1.02603, -1.61898], [-0.41990, 0.70373, -0.36536], [-1.59247, 1.55464, -0.16360], [-1.52534, 2.59068, 0.98274], [0.52756, 1.43792, -1.18447], [1.75854, 1.25491, -1.10501], [2.60044, 0.51062, -0.45523], [2.37782, -0.54173, 0.58315], [3.60005, -1.32264, 0.54744], [-3.13400, -2.08459, -1.32131], [-3.14881, -2.92037, 0.22346], [-1.53302, -2.23163, 1.48814], [-1.37872, -0.26922, -1.98059], [0.11951, -1.77594, -2.23312], [-0.00285, 0.31535, 0.47787], [-1.93119, 1.86155, -1.18637], [-2.51170, 1.04663, 0.23680], [-1.13309, 2.27344, 1.99957], [-2.36331, 3.20497, 1.19141], [-0.68960, 3.23901, 0.61360], [2.18330, 1.87369, -1.88526], [3.52254, 0.46940, -0.81159], [2.21575, -0.10456, 1.49654], [1.40434, -0.94520, 0.43964], [3.55176, -2.18166, 0.04108], [3.97409, -1.61609, 1.40122]], "atomic_forces_ev_per_a": [[2.9, 2.3, -0.5], [-1.0, -1.0, 0.5], [0.7, 1.1, -1.6], [-0.3, 3.6, -1.0], [0.4, -3.5, -1.8], [-2.1, -1.6, -1.6], [-3.6, 0.3, 1.5], [3.9, 1.0, -0.6], [-2.5, -0.5, 1.4], [3.0, 0.4, -2.1], [-2.4, -0.3, 1.0], [1.3, -0.4, -1.5], [-1.1, 0.3, -1.1], [-1.1, 0.3, -1.8], [-0.7, -1.3, 1.5], [-0.6, -1.0, 1.7], [-0.9, -0.8, 0.7], [1.3, 1.1, 0.9], [1.6, -0.1, 2.7], [0.3, 0.7, 1.0], [1.0, -1.0, -1.0], [-0.6, -0.5, -1.4], [-1.0, 0.3, -0.4], [-0.7, 0.4, 0.7], [0.8, 0.1, 0.1], [1.2, 0.3, -0.2], [0.5, 1.5, 2.4], [-0.2, -1.4, -0.9], [-0.5, -0.3, -0.8], [0.4, 0.2, 1.9]], "smiles": "C=C(O)[C@H](O)[C@H](CC)O/C=[NH+]\\CN", "gap_ev": 9.971, "relative_energy_ev": 0.5245, "total_charge": 1, "energy_ha": -649.9208, "lumo_ha": -0.1013, "largest_force_ev_per_a": 4.11}



# 3
{"formula": "C4H13NS", "method": "ωB97M-V/def2-TZVPD", "elements": ["C", "C", "C", "N", "H", "H", "H", "H", "H", "H", "H", "H", "H", "C", "S", "H", "H", "H", "H"], "coordinates": [[1.22480, -1.16706, 1.25768], [1.12131, 0.34431, 0.92922], [1.35175, 0.60582, -0.59143], [-0.26742, 0.73593, 1.26656], [1.02734, -1.34158, 2.31497], [0.36168, -1.66783, 0.78763], [2.21947, -1.55973, 0.95363], [1.90526, 0.89811, 1.51943], [0.44919, 0.17560, -1.06898], [2.25103, 0.00940, -0.92369], [1.38485, 1.69097, -0.72971], [-0.50397, 0.52126, 2.26573], [-0.51679, 1.69843, 1.11336], [-2.18430, -0.13960, -2.01800], [-1.97143, -0.93272, -0.43040], [-2.11674, 0.98343, -2.03442], [-1.33690, -0.44889, -2.66415], [-3.23542, -0.34887, -2.29071], [-1.16372, -0.05698, 0.34328]], "atomic_forces_ev_per_a": [[-0.3, 0.5, -0.3], [0.7, -0.2, 0.0], [-0.4, -1.2, 1.1], [0.6, 0.0, 2.0], [0.5, 0.1, 0.3], [0.7, -0.1, -0.4], [-0.8, 0.0, 0.2], [-0.8, -0.3, -0.4], [0.6, 0.3, -0.2], [-0.8, 1.1, 0.2], [0.4, -0.3, -0.5], [0.4, 0.2, -1.3], [0.3, 0.4, -0.1], [0.3, 1.5, -0.4], [-0.6, -0.7, 0.6], [-0.1, -0.9, 0.5], [-1.2, -0.2, -0.2], [0.9, -0.3, -0.6], [-0.4, -0.2, -0.5]], "smiles": "CC(C)N.CS", "gap_ev": 8.758, "relative_energy_ev": 0.7825, "energy_ha": -613.1003, "lumo_ha": 0.0302, "largest_force_ev_per_a": 2.09}



# 4
{"formula": "C15H20N2O2", "method": "ωB97M-V/def2-TZVPD", "elements": ["C", "C", "O", "C", "C", "O", "C", "N", "C", "C", "C", "C", "C", "C", "N", "C", "C", "C", "C", "H", "H", "H", "H", "H", "H", "H", "H", "H", "H", "H", "H", "H", "H", "H", "H", "H", "H", "H", "H"], "coordinates": [[-0.46053, 1.12986, 3.34214], [-1.73285, 1.22139, 2.31857], [-1.85019, -0.08657, 1.70626], [-3.08223, -0.75798, 2.07182], [-3.34591, -2.10441, 1.21040], [-2.21623, -3.01592, 1.21174], [-1.81230, -3.36557, -0.13962], [-0.72163, -2.37281, -0.50286], [-1.17110, -1.15347, -1.14795], [-0.20811, -0.01395, -1.54633], [1.32462, -0.22341, -1.22058], [2.27510, 1.00140, -1.60689], [3.45358, 1.52850, -0.74603], [4.23237, 2.76358, -1.32481], [3.88405, 3.37031, -2.60106], [2.78473, 2.92724, -3.41692], [1.93075, 1.72120, -2.97130], [1.79690, -1.55272, -0.57170], [0.67219, -2.59515, -0.23870], [0.00942, 0.08366, 3.22814], [0.34850, 1.90205, 3.10963], [-0.76409, 1.25723, 4.43546], [-1.43264, 2.04431, 1.55847], [-2.68110, 1.59881, 2.83057], [-3.94124, -0.00663, 1.88424], [-3.04538, -1.02071, 3.18357], [-3.68189, -1.75776, 0.17308], [-4.25741, -2.62471, 1.69601], [-2.66550, -3.32341, -0.89505], [-1.40916, -4.44669, -0.09382], [-2.29604, -0.99882, -1.34733], [-0.60451, 0.94251, -2.02132], [3.71103, 1.05165, 0.26685], [5.12041, 3.23270, -0.77180], [4.41448, 4.19492, -2.94351], [2.49679, 3.42556, -4.41548], [1.03258, 1.34212, -3.58520], [2.89827, -1.74126, -0.35813], [0.99427, -3.57703, 0.23944]], "atomic_forces_ev_per_a": [[-0.3, -0.3, 0.1], [1.9, 1.1, 0.8], [-1.3, 0.2, -0.2], [-0.4, -0.2, 0.2], [-1.3, 1.7, 1.0], [-0.6, 0.1, -2.6], [-0.2, -1.0, 2.0], [2.2, 2.6, -1.9], [2.8, 1.6, -0.1], [1.4, -4.0, 2.2], [-2.0, -1.2, 0.4], [1.0, 1.8, -1.2], [-1.0, 1.9, -3.7], [-2.2, -1.9, -0.6], [-2.0, -2.6, 1.2], [-1.2, -2.9, 2.1], [2.9, 1.3, 2.4], [-4.5, 1.2, -0.9], [0.9, 2.6, -1.0], [-0.8, 1.6, 0.2], [-1.2, -1.0, 0.3], [0.4, -0.2, -1.5], [-0.8, -1.6, 0.7], [1.2, -0.9, -0.6], [1.0, -1.5, 0.3], [-0.1, 0.3, -1.4], [0.7, -0.8, 1.2], [1.5, 0.7, -0.8], [1.3, 0.2, 0.9], [-0.3, 2.0, -0.2], [2.1, -0.6, 0.5], [0.6, -1.6, 0.9], [-0.3, 1.0, -1.8], [-1.6, -0.8, -1.0], [-0.3, -0.8, 0.5], [1.0, -0.5, 1.9], [1.9, 0.8, 0.9], [-1.8, 0.1, -0.3], [-0.8, 1.4, -0.7]], "gap_ev": 6.208, "relative_energy_ev": 9.7248, "total_charge": 2, "energy_ha": -842.6823, "lumo_ha": -0.3084, "largest_force_ev_per_a": 4.73}



# 5
{"formula": "CH3FOS2", "method": "ωB97M-V/def2-TZVPD", "elements": ["C", "O", "F", "S", "S", "H", "H", "H"], "coordinates": [[1.40336, -0.21216, 0.96467], [-2.30485, 0.44560, 0.05756], [-0.94662, -1.38844, -1.19770], [-1.23433, 1.36168, -2.37649], [-1.13273, 0.26490, -0.71104], [0.44250, 0.04170, 1.51743], [1.75742, -1.16703, 0.73006], [2.01525, 0.65375, 1.01552]], "atomic_forces_ev_per_a": [[-2.7, 2.0, 1.5], [-1.2, -0.7, 1.6], [-0.5, 2.2, 0.7], [0.6, -0.9, 0.7], [1.4, -0.6, -3.0], [1.3, -1.2, -0.7], [0.2, -1.2, -0.3], [0.9, 0.3, -0.5]], "gap_ev": [9.738, 5.863], "relative_energy_ev": 3.1536, "energy_ha": -1011.2199, "lumo_ha": [-0.0262, -0.1286], "largest_force_ev_per_a": 3.71}



# 6
{"formula": "C3H5O3Sm", "method": "ωB97M-V/def2-TZVPD", "elements": ["Sm", "O", "O", "C", "C", "O", "C", "H", "H", "H", "H", "H"], "coordinates": [[-2.32846, -0.17236, -2.04360], [0.00855, 0.50807, -2.39468], [0.76743, 1.00194, -0.35535], [0.75027, 0.33702, 0.91410], [-0.63944, -0.30312, 1.03023], [-0.97184, -0.82340, -0.21420], [0.61449, 0.15617, -1.36978], [1.53142, -0.43891, 0.92057], [0.95222, 1.08947, 1.68296], [-1.35496, 0.46694, 1.37335], [-0.59361, -1.08524, 1.80953], [1.26391, -0.73658, -1.35312]], "atomic_forces_ev_per_a": [[1.9, -0.2, 1.2], [-0.6, -0.2, -0.1], [-0.3, -0.1, -0.5], [0.3, -0.3, 0.2], [0.0, 0.1, 0.5], [-1.2, 0.2, -1.2], [0.3, 0.4, 0.2], [-0.2, 0.2, 0.1], [0.0, -0.2, -0.3], [0.1, -0.2, -0.1], [-0.1, 0.2, -0.3], [-0.4, 0.2, 0.1]], "gap_ev": [7.771, 8.396], "relative_energy_ev": 0.1656, "total_charge": 1, "energy_ha": -1000.7451, "multiplicity": 7, "lumo_ha": [-0.1853, -0.1818], "largest_force_ev_per_a": 2.30}